No. 1
DFT (ωB97M-V/def2-TZVPD) results for the molecule C19H27ClN6O2.

Structure (XYZ):
```
55
Properties=species:S:1:pos:R:3:forces:R:3
C -2.432195 -0.958069 -2.743520 0.01 0.00 -0.01
C -2.651965 -0.460680 -1.352839 -0.01 0.02 0.00
C -3.555033 -0.935695 -0.382671 0.02 -0.01 0.01
C -3.381585 -0.101141 0.697080 -0.02 0.02 -0.01
N -2.443588 0.800557 0.352177 0.01 -0.01 0.01
C -1.923456 1.889317 1.166394 0.00 0.00 0.01
C -1.978642 3.215936 0.417702 0.00 0.01 0.00
C -0.497432 1.667719 1.698620 -0.02 -0.16 0.12
O -0.179688 2.228787 2.733060 0.00 0.01 0.00
N 0.279119 0.875278 0.932864 0.05 0.26 -0.14
C 1.724307 0.632706 0.993141 -0.02 -0.13 -0.14
C 1.965761 -0.858822 1.243893 0.01 0.01 0.16
N 1.192706 -1.709422 0.364503 0.01 0.00 0.00
C 1.558721 -1.913113 -0.915327 0.00 -0.01 0.01
O 2.557955 -1.439825 -1.422866 0.00 0.01 0.00
C 0.592186 -2.804174 -1.678115 0.00 0.00 0.00
N -0.443769 -3.266205 -0.973273 0.00 0.00 0.00
C -1.337275 -4.043208 -1.566416 -0.01 0.01 0.01
C -2.484808 -4.547319 -0.749236 0.00 0.00 0.00
N -1.278798 -4.418094 -2.848432 0.00 0.00 -0.01
C -0.259390 -3.964513 -3.552572 0.00 0.00 0.00
C 0.723494 -3.134300 -3.018372 0.00 -0.01 0.00
Cl 1.978000 -2.599882 -4.065689 0.00 0.00 0.00
C 2.493599 1.489163 1.985346 0.01 0.00 0.01
C 2.586549 2.969175 1.602573 0.00 0.01 0.00
C 3.575718 3.191155 0.461149 0.00 0.00 0.00
C 2.972817 3.796093 2.822989 0.00 0.01 0.00
N -1.982920 0.591128 -0.895658 -0.01 -0.01 -0.01
H -2.818675 -1.969481 -2.861929 0.00 0.00 0.00
H -2.941170 -0.319321 -3.466869 0.00 0.00 0.00
H -1.370849 -0.956037 -2.993083 0.00 0.01 0.00
H -4.241162 -1.760939 -0.467285 0.00 0.00 0.00
H -3.853700 -0.072491 1.665182 0.00 0.00 0.00
H -2.554177 1.937272 2.052958 0.00 -0.01 0.00
H -1.605256 4.007911 1.064912 0.00 0.00 0.00
H -1.367046 3.168227 -0.482171 0.00 0.00 0.00
H -3.003843 3.444754 0.127816 0.00 0.00 0.00
H -0.156632 0.571541 0.070899 0.01 0.01 0.00
H 2.100994 0.839170 -0.012902 0.00 0.00 0.00
H 3.025114 -1.073646 1.097946 0.00 0.00 0.00
H 1.698121 -1.106775 2.272414 0.00 0.00 0.00
H 0.326046 -2.126372 0.665151 0.00 0.00 0.00
H -3.392139 -4.567284 -1.350485 0.00 0.00 0.00
H -2.283286 -5.570112 -0.425098 0.00 0.00 0.00
H -2.625364 -3.922958 0.129448 0.00 0.00 0.00
H -0.199754 -4.256455 -4.595266 0.00 0.00 0.00
H 2.052103 1.388011 2.976026 0.00 0.00 0.00
H 3.509932 1.080831 2.038004 0.00 0.00 0.00
H 1.597317 3.301455 1.275648 0.00 0.00 0.00
H 4.587414 2.917864 0.773680 0.00 0.00 0.00
H 3.330285 2.599676 -0.422829 0.00 0.00 0.00
H 3.592712 4.240129 0.160365 0.00 0.00 0.00
H 3.935368 3.464040 3.223162 0.00 0.00 0.00
H 3.065493 4.854068 2.570627 0.00 0.00 0.00
H 2.221750 3.694358 3.607196 0.00 0.00 0.00
```
Positions in Å, forces in eV/Å.

Its SMILES is Cc1ccn([C@H](C)C(=O)N[C@H](CNC(=O)c2nc(C)ncc2Cl)CC(C)C)n1. The energy relative to the best compared isomer or geometry (same formula, charge and spin) is 0.271 eV. Its net charge is 0. Its total energy is -45701.012 eV.

Results of the Löwdin charge analysis, in e, for atoms 1 through 2: C -0.0272; C -0.3440



No. 2
DFT (ωB97M-V/def2-TZVPD) results for the molecule C19H27FN4O4S.

Structure (XYZ):
```
56
Properties=species:S:1:pos:R:3:forces:R:3
C -1.987742 -1.775686 -0.202670 0.04 -0.01 0.06
N -0.543330 -1.623740 -0.117801 -0.06 0.04 -0.22
C -0.039500 -0.382131 0.146019 0.01 -0.01 0.18
O -0.743991 0.555590 0.486164 -0.01 -0.01 0.01
C 1.438152 -0.196554 0.039914 0.00 -0.02 -0.05
C 2.266811 -0.352062 -1.093288 0.10 -0.04 0.02
C 3.533106 0.020445 -0.709680 0.00 -0.01 -0.08
S 4.948432 0.048538 -1.714683 -0.03 0.07 -0.03
N 5.913535 -1.120416 -1.053300 0.05 -0.02 0.02
O 4.515357 -0.362670 -3.016488 0.03 0.02 0.08
O 5.664205 1.274851 -1.505503 -0.06 -0.08 -0.02
N 3.511395 0.398521 0.608280 -0.02 0.00 -0.01
C 4.634822 0.894226 1.385631 0.00 -0.01 0.01
C 2.237050 0.273666 1.057423 0.01 0.06 0.00
C 0.276831 -2.782257 -0.475299 -0.04 0.01 0.03
C -0.079666 -3.996946 0.403517 0.05 0.03 0.00
C 1.118047 -4.886721 0.750237 -0.01 0.02 -0.05
C 2.039383 -5.189192 -0.438740 -0.04 0.00 0.00
N 1.338546 -5.280567 -1.718907 0.06 0.02 -0.01
C 0.439912 -6.256339 -2.017075 -0.07 0.02 -0.04
O -0.397817 -6.129444 -2.899126 0.01 0.01 0.03
C 0.470421 -7.515772 -1.213418 0.01 -0.03 0.06
F 1.703444 -7.982155 -0.863880 -0.01 -0.02 0.02
C -0.600581 -8.194802 -0.851852 0.00 0.01 -0.08
C -0.790777 -9.530388 -0.173834 0.02 0.05 0.02
C -2.181483 -9.593965 -0.860736 -0.02 -0.02 -0.01
C -2.072220 -8.076473 -1.175675 0.04 -0.01 0.04
C 1.239328 -4.041284 -2.486940 -0.05 0.00 0.05
C 0.156675 -3.096400 -1.974085 0.04 -0.04 0.04
H -2.444401 -0.825218 0.052253 -0.01 -0.01 0.00
H -2.288182 -2.061914 -1.212229 0.00 0.00 0.00
H -2.339359 -2.537890 0.493918 -0.01 0.00 0.00
H 1.995431 -0.676412 -2.083870 -0.01 0.00 0.00
H 5.819941 -2.007918 -1.531206 -0.03 0.01 -0.01
H 6.874226 -0.800557 -1.030206 0.00 0.00 -0.01
H 4.312883 1.002463 2.417941 -0.01 0.01 -0.01
H 5.459488 0.185101 1.341671 0.00 0.00 0.00
H 4.969313 1.854113 0.998982 0.01 0.00 0.01
H 1.979291 0.540266 2.069234 -0.01 0.00 0.00
H 1.305763 -2.500553 -0.252824 0.01 -0.02 -0.01
H -0.512526 -3.638217 1.339105 -0.01 0.00 0.00
H -0.851942 -4.591272 -0.093230 -0.01 -0.01 0.00
H 1.720675 -4.404226 1.524750 0.00 -0.01 0.01
H 0.748304 -5.820664 1.178571 -0.01 0.00 0.00
H 2.761109 -4.380555 -0.555502 0.02 -0.01 -0.01
H 2.607599 -6.096959 -0.257718 0.02 0.03 0.02
H -0.062310 -10.307580 -0.396594 0.00 0.00 -0.01
H -0.873263 -9.420010 0.909504 0.01 -0.02 0.00
H -2.146571 -10.189915 -1.771027 -0.02 -0.01 0.01
H -3.021212 -9.916566 -0.249428 0.00 0.00 0.00
H -2.595148 -7.471819 -0.431080 -0.01 0.01 -0.02
H -2.326786 -7.727435 -2.171322 0.00 -0.01 -0.01
H 2.214455 -3.551180 -2.436318 0.02 -0.02 -0.03
H 1.036061 -4.304035 -3.522414 0.01 0.03 -0.01
H -0.819449 -3.540602 -2.177957 0.00 -0.01 -0.02
H 0.216758 -2.166124 -2.544592 -0.01 0.01 0.00
```
Positions in Å, forces in eV/Å.

Its SMILES is CN(C(=O)c1cc(S(N)(=O)=O)n(C)c1)[C@H]1CCCN(C(=O)C(F)=C2CCC2)CC1. The energy relative to the best compared isomer or geometry (same formula, charge and spin) is 0.122 eV. Its net charge is 0. Its total energy is -47843.436 eV.

Results of the Löwdin charge analysis, in e, for atoms 1 through 2: C -0.0167; N -0.0582



No. 3
DFT (ωB97M-V/def2-TZVPD) results for a structure of composition C19H27N2SY at a distorted geometry.

Structure (XYZ):
```
50
Properties=species:S:1:pos:R:3:forces:R:3
Y 1.316853 1.912260 -1.208318 -0.25 -1.32 0.06
C -1.614748 1.054386 -2.130019 -0.70 1.40 -0.68
C -1.255298 2.474764 -1.688898 1.30 -0.96 1.27
C -0.279163 3.000118 -2.557505 0.19 0.26 -0.83
C 0.122984 1.979654 -3.472572 -0.35 0.73 -0.05
C -0.575752 0.813404 -3.212259 0.87 -0.34 1.20
H -2.639133 0.969545 -2.527707 0.00 -0.16 0.12
H -1.778864 3.016536 -0.916689 -0.20 0.11 -0.20
H 0.092906 4.026186 -2.567907 -0.29 -0.05 -0.17
H 0.844053 2.120995 -4.270382 -0.06 -0.10 -0.01
H -0.510237 -0.116463 -3.757240 0.05 0.04 -0.04
C 0.641437 -1.541917 2.489257 0.00 0.00 -0.03
C 1.244817 -0.141928 2.376230 0.11 -0.09 0.04
C 1.885484 0.267480 3.707052 0.02 -0.01 -0.02
C 2.227923 -0.022367 1.214429 -0.20 0.19 -0.06
C 2.194861 -0.893828 0.117742 -0.15 0.11 -0.08
C 3.077505 -0.758110 -0.952556 -0.10 0.16 -0.09
C 4.042547 0.253571 -0.976549 -0.12 0.12 -0.16
C 4.973635 0.411098 -2.149794 0.06 -0.04 0.11
C 4.101521 1.106892 0.129806 -0.19 0.22 -0.18
C 3.211672 0.976274 1.197207 -0.16 0.20 -0.12
H -0.001758 -1.593237 3.366781 -0.01 0.00 -0.01
H 1.421691 -2.297041 2.607393 -0.01 0.01 0.00
H 0.036529 -1.811207 1.620513 0.00 0.01 0.00
H 0.424588 0.557393 2.169775 -0.05 0.01 0.02
H 2.829382 -0.259482 3.860918 -0.02 -0.01 0.01
H 1.224002 0.010637 4.532895 -0.01 0.03 -0.01
H 2.076711 1.338401 3.770273 0.02 -0.01 0.00
H 1.497167 -1.719173 0.108210 -0.02 0.02 -0.03
H 3.035575 -1.472337 -1.767064 -0.02 0.02 -0.01
H 4.428649 0.691204 -3.053426 0.01 -0.03 -0.04
H 5.486428 -0.526722 -2.363365 0.00 0.01 -0.01
H 5.726564 1.173464 -1.959567 0.00 -0.01 0.00
H 4.867076 1.873556 0.165638 0.00 0.00 0.03
H 3.313394 1.651499 2.036861 0.00 -0.03 0.02
C -3.055550 -2.972455 -0.307283 -0.02 0.01 0.00
N -3.523483 -1.677418 0.165064 0.04 -0.03 0.07
C -4.797329 -1.561370 0.902969 0.01 -0.01 0.03
C -4.910277 -0.051923 1.191851 0.03 0.01 0.01
N -3.704718 0.471547 0.528474 -0.12 0.01 -0.03
C -2.977640 -0.496263 -0.008589 -0.21 0.29 -0.38
S -1.441933 -0.231592 -0.834422 0.50 -0.79 0.33
H -3.856176 -3.459781 -0.861932 0.00 0.01 -0.01
H -2.781547 -3.596298 0.542940 0.00 0.00 0.00
H -2.194937 -2.839154 -0.955126 0.00 0.02 -0.01
H -4.762664 -2.169325 1.805153 0.02 0.00 0.02
H -5.604866 -1.928350 0.270805 0.00 0.00 -0.02
H -4.879374 0.171271 2.256200 0.01 0.00 0.01
H -5.807156 0.390936 0.766544 0.00 -0.01 -0.03
H -3.393348 1.424672 0.598185 0.03 0.01 -0.05
```
Positions in Å, forces in eV/Å.

The energy relative to the best compared isomer or geometry (same formula, charge and spin) is 5.126 eV. Its net charge is +2. Its total energy is -34983.215 eV.

Results of the Löwdin charge analysis, in e, for atoms 1 through 2: Y 1.5703; C -0.5975



No. 4
DFT (ωB97M-V/def2-TZVPD) results for a structure of composition C19H27N3O2PtS5 at a distorted geometry.

Structure (XYZ):
```
57
Properties=species:S:1:pos:R:3:forces:R:3
Pt -0.205185 0.986315 -0.336358 -1.18 -0.23 -0.41
C -3.336510 4.622082 0.245819 0.05 -0.16 0.11
C -4.061154 3.277991 0.179198 0.10 0.21 0.01
S -3.081782 1.782589 -0.186565 0.20 -0.43 -0.12
C -3.077583 0.905125 1.390048 0.08 0.03 0.11
C -2.180692 1.542594 2.431879 -0.11 -0.06 -0.08
S -0.445011 1.660440 1.852046 -0.35 0.26 0.81
C -0.039340 3.419381 2.101244 0.02 0.00 -0.01
C -0.730144 4.497119 1.277475 0.00 -0.11 0.13
S -2.417839 4.939668 1.783783 -0.06 -0.01 -0.16
H -4.085978 5.410143 0.178565 -0.02 0.00 0.03
H -2.665665 4.756737 -0.602083 -0.02 0.05 -0.02
H -4.791433 3.299044 -0.632223 0.02 0.04 0.01
H -4.601470 3.093057 1.107496 0.00 -0.04 -0.01
H -2.746661 -0.100085 1.137270 -0.04 0.01 0.02
H -4.100945 0.826569 1.761248 0.00 0.10 0.00
H -2.158109 0.950936 3.347474 0.03 -0.03 -0.03
H -2.485924 2.560162 2.668195 -0.02 0.00 0.01
H 1.040798 3.446597 1.945590 -0.01 0.03 -0.03
H -0.212601 3.561855 3.170107 0.04 0.01 0.02
H -0.783715 4.217696 0.234633 0.04 0.04 -0.10
H -0.110020 5.391576 1.345133 0.00 0.00 0.00
S 0.218106 2.975687 -1.531562 0.52 0.19 0.12
C 0.862526 1.772956 -2.603727 -0.17 -0.19 0.19
N 0.563414 0.580703 -2.128414 0.38 0.03 -1.36
C 1.185417 -0.454729 -2.834669 -0.06 0.26 0.15
C 1.085875 -1.821800 -2.602669 0.11 -0.08 -0.04
C 1.755382 -2.668933 -3.463307 0.00 0.04 -0.01
C 2.505146 -2.167343 -4.535017 0.01 -0.01 0.01
C 2.591498 -0.810845 -4.775319 0.00 0.01 -0.03
C 1.921580 0.049034 -3.909305 0.06 -0.02 -0.02
S 1.857396 1.800753 -3.978143 0.01 -0.17 0.00
H 0.472140 -2.198334 -1.794464 0.04 -0.01 0.00
H 1.685628 -3.739519 -3.323729 0.01 0.00 0.01
H 3.021414 -2.854415 -5.190823 -0.01 0.00 -0.01
H 3.161258 -0.429395 -5.611557 0.00 0.00 0.00
N 1.298445 -0.212388 0.446151 -0.25 -0.16 -0.24
C 1.388452 -1.303163 0.876309 -0.46 0.13 0.18
N 1.509069 -2.442769 1.436483 0.18 -0.03 -0.10
C 1.929976 -3.660468 0.698238 0.02 0.03 -0.04
C 3.134978 -4.261596 1.405649 0.02 -0.05 0.01
O 2.849201 -4.485284 2.767460 -0.05 0.01 -0.01
C 2.594837 -3.279593 3.451769 0.02 -0.03 0.04
C 1.341977 -2.614598 2.904687 0.00 0.06 -0.03
H 2.163576 -3.384486 -0.328167 0.01 0.00 -0.02
H 1.087295 -4.353021 0.713813 0.01 -0.01 0.01
H 4.007643 -3.605538 1.298229 -0.01 0.01 -0.01
H 3.365955 -5.228678 0.963157 0.02 0.01 -0.01
H 3.453478 -2.601721 3.369319 -0.01 0.01 0.00
H 2.444391 -3.529051 4.500275 0.01 0.01 0.01
H 1.169137 -1.638008 3.353295 0.00 0.00 0.01
H 0.469718 -3.251495 3.055826 0.01 0.00 0.00
C -1.977860 -1.051149 -1.862291 0.06 0.20 -0.04
O -1.589395 -0.578077 -0.594216 0.98 -0.02 1.09
H -2.894245 -0.554520 -2.189094 0.04 0.03 -0.05
H -2.148549 -2.126815 -1.760082 -0.04 0.00 -0.05
H -1.207892 -0.918994 -2.624081 -0.21 0.04 -0.04
```
Positions in Å, forces in eV/Å.

The energy relative to the best compared isomer or geometry (same formula, charge and spin) is 0.825 eV. Its net charge is +2. Its total energy is -86111.472 eV.

Results of the Löwdin charge analysis, in e, for atoms 1 through 2: Pt 1.0550; C -0.4968



- Which value of net charge does entry 4 give?
  +2